[1]
{
  "formula": "C32H47ClO8",
  "method": "wB97M-V/def2-TZVPD",
  "elements": ["Cl", "O", "O", "O", "O", "O", "O", "O", "O", "C", "C", "C", "C", "C", "C", "C", "C", "C", "C", "C", "C", "C", "C", "C", "C", "C", "C", "C", "C", "C", "C", "C", "C", "C", "C", "C", "C", "C", "C", "C", "C", "H", "H", "H", "H", "H", "H", "H", "H", "H", "H", "H", "H", "H", "H", "H", "H", "H", "H", "H", "H", "H", "H", "H", "H", "H", "H", "H", "H", "H", "H", "H", "H", "H", "H", "H", "H", "H", "H", "H", "H", "H", "H", "H", "H", "H", "H", "H"],
  "coordinates": [[2.689, 6.440, 0.007], [3.584, 0.098, 3.779], [-0.825, -4.966, 1.111], [-4.421, 0.392, -5.762], [-1.555, 0.885, -6.193], [-0.660, 0.016, -1.971], [-3.723, -5.450, 1.081], [-1.156, 4.392, 0.180], [4.433, 3.958, -0.076], [3.145, -0.384, 6.199], [-3.216, -0.029, 1.783], [2.359, 4.864, 2.365], [-1.465, 0.808, 0.185], [3.279, -0.928, 4.724], [-2.307, -0.289, 0.645], [-0.684, 3.282, 0.292], [-0.433, 0.689, -0.992], [3.372, 1.934, -0.920], [2.207, 1.079, -1.163], [-4.432, -0.273, -7.016], [-1.004, -4.192, -0.065], [-2.905, -5.530, 2.244], [2.453, -0.338, -1.821], [2.540, -0.607, 1.696], [3.900, -0.463, 2.481], [-1.928, 2.018, -6.960], [-3.475, -6.506, 0.166], [1.178, 5.122, 3.402], [-3.383, -0.078, -4.905], [2.570, -1.629, 0.495], [-2.466, 2.357, 1.992], [1.821, 5.098, 0.870], [-1.716, -4.586, 2.154], [-1.578, 2.123, 0.858], [-3.303, 1.249, 2.478], [3.368, -1.135, -0.777], [-2.185, 0.858, -4.914], [1.928, 3.711, 0.136], [3.266, 3.252, -0.274], [0.755, 2.867, -0.129], [0.870, 1.532, -0.785], [0.674, 6.111, 3.225], [-2.257, -1.274, 0.126], [2.293, -1.444, 4.496], [-3.955, -7.422, 0.522], [-5.039, 0.315, -7.705], [0.757, 5.425, 0.988], [1.787, -1.013, 2.439], [3.108, -2.548, 0.875], [-2.048, -3.550, 2.025], [2.985, -1.286, 6.863], [-1.389, 2.900, -6.602], [4.497, -1.410, 2.558], [1.498, -0.914, -1.931], [-3.087, -1.096, -5.175], [-2.060, -4.065, -0.318], [1.519, -1.850, 0.170], [-0.512, -4.710, -0.889], [2.972, -0.184, -2.804], [4.505, 0.344, 1.971], [2.212, 0.235, 6.317], [-3.429, -0.374, -7.437], [5.180, 3.334, -0.144], [4.066, -1.738, 4.640], [-2.472, 1.868, -4.602], [1.587, 5.125, 4.450], [-3.911, -6.235, -0.795], [-1.647, 1.836, -7.998], [-2.407, -6.690, 0.027], [4.287, -0.548, -0.500], [2.186, 0.422, 1.435], [-2.520, 3.348, 2.514], [-3.527, -5.231, 3.093], [-1.445, 0.486, -4.201], [4.367, 1.530, -1.246], [0.408, 4.298, 3.359], [-3.003, 2.210, -6.916], [3.738, -2.053, -1.321], [4.067, 0.167, 6.539], [-4.884, -1.264, -6.907], [-3.796, -0.106, -3.892], [-1.153, -4.644, 3.091], [3.269, 5.477, 2.592], [-3.969, 1.433, 3.356], [-2.576, -6.560, 2.417], [2.639, 3.783, 2.494], [-3.879, -0.863, 2.133], [-0.537, -3.210, 0.064]],
  "orbital_gap_ev": 8.1,
  "e_lumo_ev": -0.8,
  "total_charge": 0,
  "mol_weight_g_mol": 595.17,
  "smiles": "CCOCCCCCc1cc(O)c([C@H](Cl)CC)c2c1C(=O)c1ccccc1C2=O.COCCOC.COCCOC"
}

=====

[2]
{
  "formula": "C3H6NO",
  "method": "wB97M-V/def2-TZVPD",
  "elements": ["O", "N", "C", "C", "C", "H", "H", "H", "H", "H", "H"],
  "coordinates": [[-0.021, 1.858, 0.634], [0.121, -3.078, -1.056], [0.370, 0.724, 0.395], [1.032, -2.327, -0.453], [-1.031, 2.524, -0.150], [-0.305, -3.975, -0.737], [0.144, -2.774, -2.025], [1.031, 0.160, 0.897], [-1.449, 3.154, 0.544], [-1.534, 1.745, -0.786], [-0.491, 3.251, -0.822]],
  "orbital_gap_ev": [9.8, 4.7],
  "de_lowest_kcal_mol": 171.2,
  "e_lumo_ev": [-5.2, -6.9],
  "total_charge": 1,
  "mol_weight_g_mol": 72.09
}

=====

[3]
{
  "formula": "C30H21BrN7S2SbSe4Ti",
  "method": "wB97M-V/def2-TZVPD",
  "elements": ["Sb", "Br", "Se", "Se", "Se", "Se", "Ti", "S", "S", "N", "N", "N", "N", "N", "N", "N", "C", "C", "C", "C", "C", "C", "C", "C", "C", "C", "C", "C", "C", "C", "C", "C", "C", "C", "C", "C", "C", "C", "C", "C", "C", "C", "C", "C", "C", "C", "H", "H", "H", "H", "H", "H", "H", "H", "H", "H", "H", "H", "H", "H", "H", "H", "H", "H", "H", "H", "H"],
  "coordinates": [[-4.336, 2.917, -1.446], [-1.725, -3.048, 5.206], [-5.559, 4.135, 0.211], [-1.501, -0.311, 2.099], [-2.683, 4.338, -2.490], [-2.492, 0.657, 0.211], [-0.314, -0.645, -0.025], [3.905, -2.824, 3.643], [-2.472, 1.503, -5.147], [-1.175, -2.447, -0.506], [1.558, -1.373, 0.107], [1.362, -0.537, 4.210], [0.111, -0.322, -1.964], [0.700, 1.483, 0.340], [-2.176, -4.662, -0.734], [-3.104, -5.695, -2.784], [-1.690, -3.483, -0.663], [-0.562, -1.563, 5.161], [2.518, -3.670, -2.709], [-0.639, 0.674, -6.713], [3.189, -2.943, 0.937], [-0.360, -0.101, -4.303], [5.132, -3.876, 4.217], [-0.790, -0.469, 5.973], [-1.511, 1.463, -7.507], [0.291, 2.555, 0.374], [0.970, -1.378, -2.227], [-2.671, -5.156, -1.854], [4.983, -4.418, 1.975], [-0.489, 0.307, -2.997], [-1.029, 0.605, -5.400], [5.614, -4.667, 3.223], [0.504, -1.550, 4.274], [1.670, -1.947, -1.168], [1.867, -3.099, -3.735], [0.081, 0.603, 5.873], [3.209, -3.608, -0.334], [2.482, -3.108, -1.372], [0.420, -1.260, -4.568], [-1.205, 4.051, 1.666], [-2.546, 1.976, -6.785], [4.025, -3.438, 2.031], [2.362, -1.860, 1.083], [1.143, 0.518, 4.987], [-0.294, 3.887, 0.446], [1.073, -1.903, -3.555], [2.308, -1.311, 2.021], [1.923, -3.526, -4.731], [-1.631, -0.454, 6.652], [3.108, -4.567, -2.861], [5.237, -4.944, 1.066], [-1.846, 3.178, 1.776], [-0.626, 4.183, 2.582], [3.824, -4.485, -0.487], [0.257, 0.198, -7.085], [0.672, -2.385, 3.602], [-1.367, 1.653, -8.562], [-1.106, 1.159, -2.724], [5.428, -3.852, 5.253], [-0.877, 4.023, -0.473], [0.518, 4.616, 0.436], [0.480, -1.644, -5.579], [1.848, 1.336, 4.893], [-3.342, 2.618, -7.126], [-0.073, 1.500, 6.458], [-1.848, 4.916, 1.513], [6.393, -5.402, 3.370]],
  "orbital_gap_ev": [4.8, 4.8],
  "de_lowest_kcal_mol": 0.0,
  "e_lumo_ev": [3.5, 3.5],
  "total_charge": -2,
  "mol_weight_g_mol": 1109.05
}

=====

[4]
{
  "formula": "CH5N2O2Si",
  "method": "wB97M-V/def2-TZVPD",
  "elements": ["Si", "O", "O", "N", "N", "C", "H", "H", "H", "H", "H"],
  "coordinates": [[0.231, 0.227, -1.597], [-0.731, -1.932, 1.017], [-0.621, 1.105, -0.586], [-0.193, -0.812, 0.708], [-1.093, 0.419, 0.539], [0.059, 0.166, 1.749], [1.048, 0.690, 1.660], [-0.016, 1.139, -2.920], [0.013, -1.248, -1.825], [1.677, 0.171, -1.434], [-0.374, 0.074, 2.687]],
  "orbital_gap_ev": 6.7,
  "de_lowest_kcal_mol": 36.4,
  "e_lumo_ev": 4.1,
  "total_charge": -1,
  "mol_weight_g_mol": 105.15,
  "smiles": "[O-]N1CN1O[SiH3]"
}

=====

[5]
{
  "formula": "C3H6N2O3",
  "method": "wB97M-V/def2-TZVPD",
  "elements": ["O", "O", "O", "N", "N", "C", "C", "C", "H", "H", "H", "H", "H", "H"],
  "coordinates": [[-2.298, -1.225, 0.248], [0.780, 1.910, 0.373], [-1.900, 1.362, -0.143], [-1.038, 0.507, -0.157], [-1.191, -0.736, 0.039], [0.096, -1.428, 0.044], [0.570, 0.909, -0.457], [1.127, -0.276, 0.210], [2.154, -0.533, -0.089], [0.517, 1.027, -1.615], [0.066, 2.558, 0.386], [-0.012, -2.094, -0.871], [1.100, 0.132, 1.168], [0.028, -2.113, 0.865]],
  "orbital_gap_ev": [6.8, 9.0],
  "s_squared": 2.008,
  "de_lowest_kcal_mol": 48.5,
  "multiplicity": 3,
  "e_lumo_ev": [0.8, -0.9],
  "total_charge": 0,
  "mol_weight_g_mol": 118.09
}

=====

[6]
{
  "formula": "C32H44F7N5O27",
  "method": "wB97M-V/def2-TZVPD",
  "elements": ["F", "F", "F", "F", "F", "F", "F", "O", "O", "O", "O", "O", "O", "O", "O", "O", "O", "O", "O", "O", "O", "O", "O", "O", "O", "O", "O", "O", "O", "O", "O", "O", "O", "O", "N", "N", "N", "N", "N", "C", "C", "C", "C", "C", "C", "C", "C", "C", "C", "C", "C", "C", "C", "C", "C", "C", "C", "C", "C", "C", "C", "C", "C", "C", "C", "C", "C", "C", "C", "C", "C", "H", "H", "H", "H", "H", "H", "H", "H", "H", "H", "H", "H", "H", "H", "H", "H", "H", "H", "H", "H", "H", "H", "H", "H", "H", "H", "H", "H", "H", "H", "H", "H", "H", "H", "H", "H", "H", "H", "H", "H", "H", "H", "H", "H"],
  "coordinates": [[13.021, 7.598, 10.398], [11.147, 19.091, 9.740], [17.540, 15.682, 17.334], [7.603, 12.180, 12.539], [17.018, 14.352, 7.813], [16.573, 18.807, 15.099], [10.065, 15.159, 19.506], [15.943, 17.540, 13.400], [15.082, 13.417, 7.808], [7.411, 13.686, 15.392], [8.072, 17.503, 15.947], [13.467, 15.751, 8.627], [15.710, 14.444, 17.748], [11.557, 9.647, 5.671], [16.686, 9.484, 11.253], [14.246, 16.466, 18.870], [12.161, 16.116, 19.702], [9.100, 12.731, 14.241], [15.823, 11.950, 9.376], [14.258, 11.293, 7.799], [9.793, 14.449, 11.654], [15.514, 15.767, 14.740], [11.886, 16.896, 9.744], [16.230, 12.652, 16.660], [8.800, 14.812, 9.714], [15.992, 8.295, 9.338], [12.468, 16.935, 17.623], [9.732, 17.327, 14.567], [9.479, 14.600, 15.446], [14.528, 9.210, 10.760], [14.062, 13.126, 17.009], [16.174, 15.536, 12.538], [11.015, 11.065, 7.221], [13.974, 17.600, 9.782], [11.507, 10.788, 6.122], [9.671, 14.306, 10.404], [13.089, 16.593, 13.097], [11.074, 10.058, 12.651], [8.551, 17.226, 14.839], [15.509, 18.097, 14.591], [13.727, 8.602, 9.788], [14.725, 8.005, 8.805], [7.638, 16.801, 13.788], [12.211, 11.860, 5.415], [13.121, 16.691, 9.249], [12.284, 14.314, 13.988], [15.951, 14.173, 8.591], [8.747, 13.723, 15.057], [14.468, 7.980, 13.715], [15.873, 9.032, 10.530], [12.712, 15.618, 13.556], [15.031, 16.885, 15.451], [12.238, 8.646, 14.489], [11.083, 16.598, 17.740], [13.276, 18.629, 10.558], [10.623, 13.257, 9.778], [7.882, 12.004, 13.820], [11.863, 18.109, 10.460], [17.107, 14.474, 17.763], [15.224, 13.396, 17.083], [6.798, 12.599, 14.683], [17.481, 13.390, 16.819], [10.870, 16.305, 19.257], [13.547, 12.679, 12.462], [13.367, 13.257, 13.921], [13.727, 8.932, 14.678], [11.638, 9.401, 13.395], [16.323, 13.269, 9.759], [14.988, 12.112, 8.284], [13.043, 16.485, 18.723], [15.853, 16.167, 13.466], [13.970, 9.940, 14.389], [11.459, 14.008, 13.288], [13.799, 13.492, 11.801], [13.968, 8.770, 15.747], [13.302, 11.785, 5.673], [18.316, 12.714, 17.130], [11.525, 8.999, 15.311], [14.506, 8.370, 7.828], [10.825, 15.685, 17.168], [10.282, 13.065, 8.769], [12.157, 11.724, 4.325], [10.361, 17.146, 19.683], [13.699, 18.586, 11.541], [15.506, 8.287, 13.685], [11.610, 13.657, 9.840], [17.493, 14.379, 18.788], [15.567, 16.984, 16.409], [6.429, 11.926, 15.473], [14.649, 6.927, 8.909], [7.296, 17.649, 13.269], [11.386, 18.071, 11.416], [14.453, 6.866, 13.902], [8.009, 10.857, 13.978], [5.923, 12.994, 14.118], [14.309, 11.845, 12.431], [11.993, 7.639, 14.303], [15.864, 13.498, 10.677], [15.503, 15.082, 8.853], [14.298, 13.705, 14.293], [17.391, 13.101, 9.963], [13.004, 9.347, 9.308], [11.927, 14.545, 14.999], [17.874, 13.668, 15.841], [10.569, 17.396, 17.341], [13.964, 16.697, 15.593], [14.789, 18.821, 14.362], [6.747, 16.514, 14.305], [13.090, 12.518, 14.652], [13.358, 19.568, 10.108], [10.555, 12.331, 10.447], [11.802, 12.850, 5.781], [12.528, 12.217, 12.211], [8.151, 16.171, 13.091], [14.159, 8.134, 12.666]],
  "orbital_gap_ev": 11.1,
  "de_lowest_kcal_mol": 0.0,
  "e_lumo_ev": 0.1,
  "total_charge": 0,
  "mol_weight_g_mol": 1063.70,
  "smiles": "O=C1OC[C@@H](F)O1.O=C1OC[C@@H](F)O1.O=C1OC[C@@H](F)O1.O=C1OC[C@@H](F)O1.O=C1OC[C@@H](F)O1.O=C1OC[C@@H](F)O1.O=C1OC[C@@H](F)O1.C[N+](=O)[O-].C[N+](=O)[O-].C[N+](=O)[O-].CCCC#N.CCCC#N"
}

=====

[7]
{
  "formula": "C5H9NO",
  "method": "wB97M-V/def2-TZVPD",
  "elements": ["O", "N", "C", "C", "C", "C", "C", "H", "H", "H", "H", "H", "H", "H", "H", "H"],
  "coordinates": [[0.284, -1.506, 0.300], [-1.889, -1.870, -0.361], [-0.873, -1.118, -0.319], [-0.155, 1.295, -0.325], [1.059, -0.534, 1.016], [1.136, 0.869, 0.379], [-0.844, 0.182, -1.084], [1.175, 1.608, 1.162], [0.081, 2.151, -0.965], [0.641, -0.447, 2.025], [-0.309, -0.003, -2.022], [-1.704, -2.725, 0.166], [-0.820, 1.671, 0.448], [-1.874, 0.463, -1.308], [2.044, 0.961, -0.228], [2.048, -0.998, 1.114]],
  "orbital_gap_ev": 10.7,
  "de_lowest_kcal_mol": 25.2,
  "e_lumo_ev": 0.9,
  "total_charge": 0,
  "mol_weight_g_mol": 99.13,
  "smiles": "[H]/N=C1/CCCCO1"
}

=====

[8]
{
  "formula": "C6H11N",
  "method": "wB97M-V/def2-TZVPD",
  "elements": ["N", "C", "C", "C", "C", "C", "C", "H", "H", "H", "H", "H", "H", "H", "H", "H", "H", "H"],
  "coordinates": [[0.733, -2.385, -2.463], [0.646, -1.961, -1.281], [-0.264, -0.461, 0.401], [0.366, -0.458, -0.744], [0.699, 0.678, -1.647], [-0.608, 0.981, 1.088], [-0.816, 0.856, 2.587], [1.123, 1.501, -1.073], [0.820, -2.700, -0.497], [-0.531, -1.321, 0.992], [-0.190, 1.041, -2.163], [1.420, 0.366, -2.401], [0.107, 0.544, 3.076], [0.575, -1.678, -3.184], [0.144, 1.747, 0.884], [-1.521, 1.320, 0.591], [-1.115, 1.810, 3.022], [-1.588, 0.121, 2.812]],
  "orbital_gap_ev": 10.4,
  "de_lowest_kcal_mol": 33.6,
  "e_lumo_ev": 1.0,
  "total_charge": 0,
  "mol_weight_g_mol": 97.16,
  "smiles": "[H]/N=C\\C(C)=C\\CC"
}

=====

Total energy across the listed records, respectively: -2309.4429, -247.3433, -15605.1568, -590.4210, -452.8678, -4249.8578, -325.8974, -289.9181 Ha.